An isolated molecule of C22H26N2O2S, computed with wB97M-V/def2-TZVPD.

The energy above the lowest of the compared OMol25 structures with the same formula, charge and spin is 146.9 kJ/mol. Its HOMO energy is -8.429 eV. As for the SMILES: CCC1=Nc2cc(C(=O)NCCCOC(C)C)ccc2Sc2ccccc21. The value obtained for the LUMO energy is 0.41 eV. The HOMO-LUMO gap is 0.3248 Eh. Its total energy is -41146.960 eV.

ORCA input file:
```
! RIJCOSX wB97M-V def2-TZVPD def2/J DEFGRID3
* xyz 0 1
H 1.3474 -4.9358 4.1798
N -0.4422 -2.2199 1.3335
H -1.9778 3.6643 -2.1678
C -0.0354 3.9601 -1.2686
H 2.1375 -4.5658 0.0074
H 1.9184 -6.4028 -1.6068
H 1.9495 6.0051 1.2625
H -1.4304 1.9858 0.1877
O -2.6863 1.5223 -2.6583
C -1.4089 -1.8446 0.4368
C 3.9246 5.6326 0.4754
C -0.2143 -6.5061 -1.4438
H 1.1055 -2.6750 3.1613
H 2.4594 7.6363 -0.5847
H -4.4071 -2.7545 -0.8648
H 0.9328 6.7925 -0.8338
C -1.2166 -4.9294 0.0555
C 0.0373 -4.4202 0.3941
H 0.4932 3.2006 -1.8463
H -0.3331 -4.6571 3.7146
S -2.6898 -4.2669 0.8220
H 4.1909 4.9092 1.2407
H -0.4472 0.0188 0.1031
C 1.0363 -5.9943 -1.1371
H 0.0593 4.9080 -1.7975
C 1.1606 -4.9646 -0.2232
H 2.1165 -3.7189 2.1454
O 2.0018 4.3483 0.0406
C 0.6777 -4.7899 3.3361
C -2.2693 1.2875 -1.5414
H 0.6985 -5.6845 2.7168
C 1.1060 -3.5637 2.5299
C -3.5495 -2.1314 -0.6615
C -1.3357 -0.5593 -0.1054
H 4.3037 6.6100 0.7592
C -2.5370 -2.6233 0.1438
C -1.5186 3.5949 -1.1785
C -1.3422 -5.9698 -0.8500
H -4.2249 -0.4761 -1.8468
H 0.1060 4.8324 0.7157
C -3.4516 -0.8654 -1.2035
H 2.3690 6.3087 -1.7505
C -2.3424 -0.0707 -0.9227
H -2.3251 -6.3526 -1.0775
N -1.7288 2.2365 -0.7402
C 0.1643 -3.3316 1.3860
H -0.3118 -7.3189 -2.1474
H -2.0325 4.2837 -0.4980
C 0.6217 4.0721 0.1128
H 0.5378 3.1099 0.6335
H 4.3822 5.3273 -0.4614
C 2.0120 6.6668 -0.7880
C 2.4084 5.6791 0.3118
*
```